(1)
{
  "formula": "C33H30Cl2N2O2PTeW",
  "method": "ωB97M-V/def2-TZVPD",
  "symbols": ["W", "C", "C", "C", "C", "N", "C", "C", "C", "C", "C", "C", "C", "H", "H", "H", "H", "H", "H", "H", "H", "C", "C", "C", "C", "C", "C", "C", "P", "C", "C", "C", "C", "C", "C", "C", "C", "C", "C", "C", "C", "C", "C", "H", "H", "H", "H", "H", "H", "H", "H", "H", "H", "H", "H", "H", "H", "H", "H", "H", "H", "H", "H", "Cl", "C", "Cl", "H", "H", "Te", "O", "N", "O"],
  "xyz": [[1.29574, 1.10744, -1.51297], [-2.94916, 0.31982, -2.85183], [-2.88799, -0.94839, -3.41308], [-1.66514, -1.57681, -3.49556], [-0.51462, -0.94397, -3.02313], [-0.57572, 0.31300, -2.51584], [-1.77839, 0.90076, -2.42260], [0.80088, -1.58984, -2.95508], [1.06756, -2.81466, -3.57812], [2.33192, -3.36233, -3.50170], [3.33037, -2.68474, -2.79967], [3.05246, -1.48492, -2.17332], [1.77967, -0.89896, -2.23116], [-3.88075, 0.85824, -2.74893], [-3.78338, -1.44414, -3.76635], [-1.58914, -2.57159, -3.90858], [-1.77727, 1.89075, -1.99525], [0.30050, -3.33646, -4.13781], [2.54889, -4.30499, -3.98919], [4.33186, -3.09820, -2.75633], [3.83935, -0.97472, -1.62863], [-3.18680, 0.44692, 0.90016], [-2.76601, -0.81663, 1.59663], [-3.74571, -1.64449, 2.13431], [-3.41896, -2.80478, 2.82024], [-2.08659, -3.14278, 2.98201], [-1.09633, -2.33110, 2.44680], [-1.41101, -1.16944, 1.74680], [-0.13473, -0.09607, 0.95202], [1.39190, -0.98902, 1.47595], [1.55125, -2.15234, 0.71669], [2.62940, -3.00140, 0.88676], [3.60169, -2.66942, 1.81561], [3.46393, -1.51158, 2.56120], [2.36906, -0.65878, 2.42427], [2.33303, 0.57019, 3.28580], [-0.33218, 1.46737, 1.85202], [-0.76642, 1.51934, 3.17851], [-0.85744, 2.71988, 3.85196], [-0.49406, 3.89008, 3.18873], [-0.11422, 3.84447, 1.86215], [-0.06559, 2.64176, 1.13818], [0.17244, 2.69268, -0.34993], [-4.24146, 0.40068, 0.62686], [-2.60675, 0.61493, -0.00802], [-3.03289, 1.31745, 1.54124], [-4.78663, -1.36706, 2.01039], [-4.20082, -3.43539, 3.22512], [-1.80722, -4.03801, 3.52346], [-0.06136, -2.61050, 2.58717], [0.80776, -2.39773, -0.03503], [2.71997, -3.88633, 0.27009], [4.47584, -3.29573, 1.94599], [4.24086, -1.23560, 3.26412], [3.25569, 0.64039, 3.86064], [1.49634, 0.54731, 3.98370], [2.24659, 1.47351, 2.68341], [-1.01950, 0.59625, 3.68892], [-1.18923, 2.74742, 4.88229], [-0.52919, 4.84156, 3.70632], [0.13380, 4.76267, 1.34193], [0.82081, 3.55372, -0.55234], [-0.79872, 2.95654, -0.78880], [-0.45346, 3.44568, -3.94853], [-1.97461, 4.25458, -4.29962], [-3.15161, 3.20593, -5.15555], [-1.79952, 5.10851, -4.94300], [-2.45170, 4.56259, -3.37595], [2.63540, 2.24885, -3.32792], [4.38149, 1.67911, 1.16691], [3.85542, 1.89298, 0.10093], [2.72039, 1.25554, -0.03643]],
  "forces_ev_per_angstrom": [[-0.109, 0.043, -0.017], [-0.029, -0.015, 0.012], [-0.056, -0.001, -0.012], [0.058, 0.018, -0.004], [-0.049, 0.025, 0.125], [0.192, 0.055, 0.157], [0.128, 0.064, -0.232], [-0.011, 0.037, -0.081], [-0.017, 0.011, 0.002], [0.031, 0.016, 0.040], [0.017, -0.019, -0.027], [-0.018, 0.019, 0.120], [-0.177, 0.013, 0.208], [-0.005, -0.005, -0.017], [-0.004, 0.011, -0.011], [-0.013, -0.015, 0.028], [-0.030, -0.009, -0.008], [0.001, 0.004, -0.011], [-0.003, 0.003, -0.013], [-0.004, -0.015, 0.025], [0.001, -0.008, 0.000], [-0.005, 0.012, -0.042], [-0.005, -0.027, 0.022], [0.016, -0.004, 0.032], [-0.009, 0.016, -0.004], [-0.005, -0.009, 0.009], [0.034, -0.013, 0.087], [-0.249, 0.197, -0.193], [0.620, -0.299, -0.088], [-0.019, -0.060, 0.027], [-0.032, -0.001, 0.052], [-0.010, -0.009, 0.018], [0.010, -0.022, -0.012], [-0.007, 0.003, 0.001], [0.006, 0.003, -0.006], [-0.051, 0.066, 0.011], [-0.002, -0.015, -0.027], [0.044, -0.050, 0.044], [0.012, 0.023, -0.015], [-0.014, -0.008, 0.024], [0.003, -0.007, -0.034], [0.002, 0.167, 0.077], [-0.023, -0.470, 0.103], [0.001, -0.002, -0.011], [0.027, -0.001, -0.002], [-0.015, -0.002, 0.003], [-0.005, -0.008, -0.006], [-0.001, -0.001, 0.004], [-0.007, -0.006, -0.003], [-0.009, 0.010, -0.022], [0.022, 0.027, -0.034], [0.011, 0.000, -0.001], [-0.001, -0.008, 0.004], [-0.001, -0.002, 0.011], [0.005, 0.023, -0.019], [-0.021, -0.016, 0.023], [0.000, -0.024, -0.008], [0.006, -0.005, -0.001], [0.010, 0.002, 0.007], [-0.001, 0.001, 0.003], [-0.007, 0.006, 0.005], [-0.008, -0.011, -0.070], [0.043, 0.040, -0.046], [-0.126, 0.195, -0.163], [-0.234, 0.001, -0.057], [0.073, 0.045, 0.038], [0.068, -0.006, -0.001], [0.044, -0.017, 0.038], [-0.047, 0.036, -0.038], [-0.064, 0.097, -0.269], [0.295, 0.074, 0.179], [-0.275, -0.175, 0.069]],
  "mulliken_spin": [1.796, -0.019, 0.040, -0.033, 0.051, 0.019, 0.018, 0.037, -0.011, 0.010, 0.004, 0.001, -0.027, 0.000, 0.005, 0.000, 0.008, 0.002, 0.001, 0.000, 0.002, 0.003, 0.000, 0.000, 0.000, 0.000, -0.001, -0.001, 0.000, 0.023, -0.015, -0.001, 0.000, 0.004, -0.003, 0.001, -0.010, 0.000, -0.002, 0.001, 0.003, -0.048, 0.066, 0.000, 0.003, 0.000, 0.000, 0.000, 0.000, 0.000, 0.002, 0.000, 0.000, 0.000, -0.001, -0.001, -0.002, 0.000, 0.000, 0.000, 0.000, 0.017, 0.005, 0.005, -0.004, 0.000, 0.000, 0.000, -0.022, 0.061, 0.019, -0.009],
  "max_force_ev_per_a": 0.694,
  "multiplicity": 3,
  "total_charge": -1,
  "s2": 2.054,
  "gap_ev": [4.95, 6.40],
  "lumo_ev": [2.38, 2.38]
}

(2)
{
  "formula": "C3H10N4O",
  "method": "ωB97M-V/def2-TZVPD",
  "symbols": ["C", "C", "C", "N", "O", "H", "H", "H", "H", "H", "N", "N", "N", "H", "H", "H", "H", "H"],
  "xyz": [[2.14336, -0.13081, -0.98451], [1.67005, -1.32806, -0.61575], [0.27351, -1.81315, -0.73772], [-0.58623, -1.06939, -1.47476], [-0.07769, -2.84675, -0.18592], [3.19326, 0.10464, -0.83517], [1.53044, 0.64400, -1.42861], [2.33649, -2.05436, -0.15798], [-0.39360, -0.12003, -1.75706], [-1.55556, -1.35467, -1.46948], [-1.14310, 1.79105, 0.10982], [-0.48164, 1.37491, 1.28103], [-1.46342, 0.81613, 2.11909], [-0.78627, 2.70733, -0.17339], [-2.11906, 1.97937, 0.35823], [0.29730, 0.72835, 1.08296], [-1.73301, -0.11826, 1.80043], [-1.10486, 0.68972, 3.06882]],
  "forces_ev_per_angstrom": [[-0.123, -0.688, 0.274], [0.721, 0.643, -0.134], [-0.494, -0.160, 0.182], [-0.265, 0.126, -0.236], [0.211, 0.175, -0.137], [-0.167, 0.017, -0.017], [-0.029, -0.020, -0.021], [-0.125, 0.065, -0.049], [-0.020, -0.181, 0.197], [0.216, 0.052, 0.058], [-0.378, 0.522, -1.660], [0.939, 0.276, 1.383], [-0.124, -0.840, 0.627], [0.078, -0.238, 0.323], [0.441, -0.315, 0.139], [-0.937, 0.116, -0.409], [0.051, 0.068, -0.051], [0.005, 0.384, -0.471]],
  "mulliken_charge": [-0.835, 0.106, 0.462, -0.342, -0.632, 0.236, 0.225, 0.321, 0.193, 0.234, -0.472, -0.183, -0.550, 0.216, 0.288, 0.259, 0.217, 0.257],
  "smiles": "C=CC(N)=O.NNN",
  "max_force_ev_per_a": 1.780,
  "e_above_lowest_kcal_mol": 75.1,
  "total_charge": 0,
  "gap_ev": 8.91,
  "lumo_ev": 0.64
}

(3)
{
  "formula": "C10H16",
  "method": "ωB97M-V/def2-TZVPD",
  "symbols": ["C", "C", "C", "C", "C", "C", "C", "H", "H", "H", "H", "H", "H", "H", "H", "C", "C", "C", "H", "H", "H", "H", "H", "H", "H", "H"],
  "xyz": [[1.30425, -0.69298, -2.47621], [-0.07923, -0.70516, -1.79785], [-0.73006, -1.50895, -0.86889], [-1.80550, -1.06164, -0.13965], [-2.30882, 0.22501, -0.33399], [-1.82737, 0.97507, -1.37960], [-0.72074, 0.53824, -2.11137], [1.88488, -1.60086, -2.31559], [1.91735, -0.01225, -1.83863], [1.31540, -0.39452, -3.51041], [-0.39067, -2.54153, -0.68129], [-2.34122, -1.66517, 0.57325], [-3.11677, 0.52374, 0.32964], [-2.34223, 1.86172, -1.73000], [-0.46970, 1.15893, -2.99531], [2.64606, 1.30287, 2.25852], [1.67954, 0.50018, 3.12033], [0.39010, 0.07832, 2.40526], [3.37908, 0.69324, 1.73667], [2.02475, 1.81688, 1.45325], [2.98597, 2.17115, 2.79324], [2.23456, -0.37712, 3.42486], [1.40548, 0.97284, 4.12649], [-0.07742, -0.82442, 2.81378], [-0.38174, 0.81102, 2.20529], [0.70551, -0.18214, 1.36134]],
  "forces_ev_per_angstrom": [[0.516, -1.148, 2.431], [-0.197, 2.952, -1.444], [1.384, -1.494, -0.197], [-0.770, 1.174, -0.043], [-0.307, -1.014, 0.622], [0.400, 0.203, -0.934], [-0.992, -0.481, 0.295], [-0.295, -0.489, -0.480], [-0.483, 0.092, -0.792], [-0.168, 0.123, -0.214], [0.099, 0.610, -0.109], [0.311, -0.411, 0.170], [0.000, 0.276, -0.395], [0.083, 0.187, 0.336], [0.403, -0.595, 0.762], [-2.352, 1.410, -1.289], [-0.775, 0.114, 1.656], [0.939, -0.955, -1.655], [0.267, 0.178, 0.327], [0.704, -0.706, 0.588], [1.062, 0.014, 0.306], [-0.145, -0.561, 0.122], [0.528, -0.133, -1.419], [0.083, 0.248, 0.130], [0.009, 0.567, 0.557], [-0.305, -0.162, 0.669]],
  "mulliken_charge": [-1.323, 0.631, -0.335, -0.426, -0.432, -0.526, -0.334, 0.380, 0.265, 0.344, 0.288, 0.412, 0.399, 0.372, 0.275, -1.067, -0.184, -1.000, 0.312, 0.265, 0.318, 0.241, 0.290, 0.362, 0.348, 0.125],
  "smiles": "Cc1ccccc1.CCC",
  "max_force_ev_per_a": 3.292,
  "e_above_lowest_kcal_mol": 29.3,
  "total_charge": 0,
  "gap_ev": 9.88,
  "lumo_ev": 0.98
}